No. 1
Here is a molecular structure, C9H21ClIO3P2Ti from the Open Molecules 2025 dataset. Energies are from ωB97M-V with the def2-TZVPD basis set.

Computed properties:
orbital gap (alpha / beta): 2.929 / 2.922 eV
LUMO energy (alpha / beta): -15.0087 / -15.0148 eV
E_HOMO (alpha / beta): -17.94 / -17.94 eV

```
! RIJCOSX wB97M-V def2-TZVPD def2/J DEFGRID3
* xyz 3 1
C 0.4727 1.9868 -0.9277
C -0.7888 2.8141 -0.7816
H 1.2467 2.2553 -0.2209
H 0.8887 2.0657 -1.9290
H 0.3337 0.9075 -0.6904
O -1.3792 3.4225 -1.6911
I -2.8359 1.8437 0.5537
Ti 0.7078 -2.0408 -0.3240
P 0.0733 -0.7553 -2.4353
C -1.3234 0.3682 -2.9456
C 1.1210 0.1002 -3.7078
H 0.4752 -2.9871 -3.1375
H -0.4324 -2.1191 -4.3973
H -1.2804 -2.6846 -2.9313
C -0.3448 -2.2878 -3.3251
H 2.1103 -0.3453 -3.7897
H 0.6150 0.0335 -4.6799
H -1.3619 0.4921 -4.0281
H -1.2091 1.3914 -2.5740
H 1.2358 1.1631 -3.4793
H -2.2826 -0.0150 -2.6200
C -1.1690 3.1236 0.6691
O -0.6690 3.8435 1.4785
Cl -0.5600 -3.8470 -0.4709
C 1.2875 -1.9442 4.1212
P 0.5726 -0.8180 2.8796
C -1.1874 -0.6542 3.1875
C 1.1990 0.8171 3.3487
O 0.8585 -1.2592 1.4159
H 0.9883 -1.6314 5.1350
H 2.3909 -1.9186 4.1106
H 0.9142 -2.9690 3.9702
H -1.3403 -0.3448 4.2306
H -1.5754 0.1276 2.5241
H -1.7273 -1.5903 3.0518
H 2.2682 0.9092 3.1410
H 0.6378 1.6039 2.8357
H 1.0695 0.9426 4.4333
*
```

No. 2
Here is a molecular structure, C9H21CsN3O7S from the Open Molecules 2025 dataset. Energies are from ωB97M-V with the def2-TZVPD basis set.

Computed properties:
orbital gap: 4.485 eV
LUMO energy: 1.6967 eV
E_HOMO: -2.79 eV

```
! RIJCOSX wB97M-V def2-TZVPD def2/J DEFGRID3
* xyz -1 1
Cs -5.1669 11.0878 7.6137
S -5.3986 7.6056 8.5334
O -4.4819 8.4245 9.3664
O -6.0818 6.5959 9.3557
O -6.4311 8.5900 8.1046
O -4.6576 7.0805 7.3561
C -9.6521 12.8039 9.2657
C -8.5886 12.0108 8.5381
O -7.7202 12.6117 7.8940
N -8.6491 10.7005 8.4400
C -9.4938 9.7435 9.2014
H -10.6659 12.4568 9.0664
H -9.4678 13.8352 8.9650
H -9.4125 12.7418 10.3272
H -7.8590 10.2807 7.9715
H -9.9881 10.1655 10.0764
H -8.9296 8.8624 9.5069
H -10.2919 9.3780 8.5551
C -6.8949 14.0288 5.0224
C -5.8347 13.1461 4.2761
O -5.1800 12.4059 4.9764
N -5.6497 13.3040 2.9417
C -4.4624 12.6730 2.3576
H -6.4627 14.2506 5.9981
H -7.7121 13.3685 5.3126
H -7.2803 14.8126 4.3702
H -6.1700 13.9166 2.3300
H -4.4999 12.7630 1.2719
H -4.3747 11.6104 2.5844
H -3.5139 13.1835 2.5245
C -1.5771 13.6235 7.5291
C -2.5867 13.8874 8.6658
O -3.7491 13.5312 8.4822
N -2.2336 14.5889 9.7180
C -3.1320 14.8552 10.8168
H -2.1083 13.7396 6.5844
H -1.1063 12.6456 7.6294
H -0.8059 14.3916 7.4721
H -1.2872 14.8682 9.9331
H -3.5454 13.9283 11.2145
H -3.9399 15.5132 10.4968
H -2.5950 15.3454 11.6288
*
```

No. 3
Here is a molecular structure, C9H21F8HfN8O24S4 from the Open Molecules 2025 dataset. Energies are from ωB97M-V with the def2-TZVPD basis set.

Computed properties:
orbital gap: 5.733 eV
LUMO energy: -6.8734 eV
E_HOMO: -12.61 eV

```
! RIJCOSX wB97M-V def2-TZVPD def2/J DEFGRID3
* xyz 1 1
Hf -0.2629 -2.1355 -0.1711
C -4.8131 -1.0707 -1.6711
F -4.0799 0.0444 -1.5111
F -5.5796 -1.1191 -0.6043
F -5.5304 -0.9472 -2.7569
S -3.6585 -2.5795 -1.7764
O -2.4385 -2.2900 -0.9315
O -4.4126 -3.6910 -1.2343
O -3.3247 -2.7477 -3.1743
C 1.2812 -2.2004 4.2726
F 0.8929 -2.5513 5.4795
F 2.3416 -1.4076 4.3696
F 1.5874 -3.2505 3.5129
S -0.0850 -1.2378 3.3997
O -1.3601 -1.7183 3.8557
O 0.1905 0.1570 3.5525
O 0.1214 -1.5418 1.9368
N 0.6415 -0.1340 -0.5578
S 1.9662 0.7509 -0.3124
O 1.9300 1.7135 0.7378
O 2.7465 0.9195 -1.5036
F 2.8233 -0.4279 0.4034
S -0.0483 1.1925 -1.4428
O 0.3346 1.6485 -2.7371
O -0.7396 2.1148 -0.5756
F -1.3562 0.3184 -1.8268
C -2.5077 1.8348 -5.7814
N -3.1174 1.1042 -4.6331
O -2.4871 0.1647 -4.1936
O -4.1474 1.5458 -4.1973
H -3.1651 1.7754 -6.6438
H -1.4896 1.4781 -5.8912
H -2.4274 2.8960 -5.5468
C 6.7740 -2.4865 2.6237
N 5.4171 -1.8579 2.8170
O 4.6108 -1.9785 1.9140
O 5.2798 -1.2222 3.8326
H 7.0492 -2.8836 3.6001
H 7.4318 -1.6188 2.5736
H 6.8183 -3.2025 1.8161
C 3.7981 -2.7623 -2.4538
N 2.3923 -3.1895 -2.2431
O 1.6963 -2.6857 -1.3516
O 1.9529 -4.0057 -2.9812
H 4.3378 -2.8078 -1.5086
H 3.7575 -1.7385 -2.8247
H 4.2282 -3.4811 -3.1412
C -2.8916 1.2898 2.0600
N -2.9001 -0.0595 1.4157
O -1.8856 -0.4139 0.8025
O -3.8380 -0.7778 1.5635
H -2.1369 1.8829 1.5612
H -2.7729 1.1423 3.1300
H -3.8857 1.7180 1.9422
C -0.8523 4.7916 1.3396
N -0.6051 5.6437 2.5156
O 0.5335 5.9075 2.8548
O -1.5756 6.1877 2.9860
H -1.7301 4.1800 1.5428
H -0.0245 4.1270 1.1173
H -1.1941 5.3841 0.4936
C 0.9027 3.1750 4.3025
N -0.4966 2.7720 4.6803
O -0.6804 2.4228 5.8190
O -1.3701 2.7507 3.8286
H 1.0566 3.0017 3.2436
H 1.4812 2.4975 4.9230
H 1.0790 4.2147 4.5599
C -0.5094 -2.3420 -4.9873
N 0.0843 -1.7570 -3.7595
O 1.1518 -1.2017 -3.8470
O -0.4968 -1.9680 -2.6952
H -0.4564 -3.4166 -4.8508
H 0.1055 -1.9454 -5.7945
H -1.4625 -1.8947 -5.2670
*
```

No. 4
Here is a molecular structure, C9H21InO9 from the Open Molecules 2025 dataset. Energies are from ωB97M-V with the def2-TZVPD basis set.

Computed properties:
orbital gap: 1.428 eV
LUMO energy: -5.2248 eV
E_HOMO: -6.65 eV

```
! RIJCOSX wB97M-V def2-TZVPD def2/J DEFGRID3
* xyz 0 1
In 2.7013 -9.2761 -2.4909
C 0.9120 -15.4536 -4.3286
O 1.0967 -14.0842 -4.1403
H 1.7249 -16.0768 -3.9560
H -0.0194 -15.8793 -3.9552
H 0.8107 -15.5136 -5.4122
C 9.1694 -9.4597 -4.4165
O 7.9002 -9.5486 -3.8206
H 9.0886 -9.1826 -5.4676
H 9.9144 -8.7947 -3.9797
H 9.6895 -10.4174 -4.4398
C -0.8554 -5.2556 1.0382
O -0.5180 -5.8326 -0.2452
H -1.9282 -5.2491 1.2309
H -0.4752 -5.7583 1.9275
H -0.5499 -4.2183 1.1754
C 4.8755 -11.7535 -8.1573
O 4.1588 -11.0952 -9.2216
C 3.4814 -9.9802 -8.9008
O 3.3189 -9.5180 -7.7456
O 2.9984 -9.4874 -10.0866
C 2.0989 -8.3996 -10.0022
H 4.9379 -12.7790 -8.5213
H 4.3598 -11.6495 -7.2027
H 5.8862 -11.3849 -7.9820
H 1.7584 -8.2076 -11.0197
H 2.6655 -7.5828 -9.5551
H 1.2304 -8.6698 -9.4015
C -3.8495 -12.5878 -0.5192
O -3.5150 -12.7562 0.8176
C -2.3512 -12.1673 1.2597
O -1.5820 -11.4425 0.6081
O -2.0144 -12.5445 2.4927
C -2.9542 -13.1073 3.3989
H -4.2295 -11.5925 -0.7500
H -4.7214 -13.1891 -0.7768
H -3.1188 -12.9116 -1.2603
H -3.8912 -12.5521 3.4410
H -2.5008 -13.1073 4.3901
H -3.1618 -14.1510 3.1628
*
```

| no. | E (hartree) | M (g/mol) |
| --- | --- | --- |
| 1 | -2870.15766 | 449.436 |
| 2 | -1464.92200 | 448.253 |
| 3 | -5038.05058 | 1084.041 |
| 4 | -1222.27690 | 388.076 |